[1]
The following is a DFT calculation (ωB97M-V/def2-TZVPD) of C30H29BaCl3FGeN4O6S as an isolated structure in a non-equilibrium geometry.

ORCA input file:
```
! wB97M-V def2-TZVPD RIJCOSX def2/J DEFGRID3
* xyz -2 2
N -1.4512 2.9642 -1.3578
H -3.4738 2.8855 -0.9784
C -2.7094 3.3248 -1.6056
S -2.5645 1.0072 2.4516
H -0.0663 -4.7962 2.8292
N 1.1068 -1.6418 -0.1104
C 1.0733 -2.6559 -2.3174
C 3.7467 -1.0936 2.3645
H -2.2293 3.6589 1.3731
C -1.6722 3.5502 2.3000
C -3.0299 4.2178 -2.6148
H -4.0649 4.4692 -2.7990
C 4.1097 -3.2419 1.3346
C -2.7207 5.7669 2.9097
H 1.2978 0.4250 -3.8512
N -0.3542 3.0751 2.0336
Ge -4.3857 -0.3651 -0.7906
H -0.3741 -5.5531 -3.3468
C 0.7009 -2.7080 -0.9686
H 1.4859 2.7408 2.8480
C -0.7339 4.9251 4.0505
H -1.4546 -4.5704 0.8623
H -1.0847 -5.5646 -0.9797
F 1.9517 0.2428 1.6551
H 4.6889 -4.1484 1.2374
H 2.1136 -1.8820 -3.9461
C -0.4521 3.4982 -2.0763
C -1.1338 -2.6192 1.5967
H 2.7918 -0.2915 -1.4479
C 2.9994 -3.0621 0.5405
H -1.6944 -2.8637 2.4981
H 0.8040 -5.4829 1.4518
C -2.0047 4.7603 -3.3699
C -0.6017 -3.8856 0.9508
H 5.3588 -2.4119 2.8843
C -0.6954 4.4104 -3.0942
C 0.8189 -0.3474 -3.2474
H 3.6851 -1.7502 -1.8983
C -1.6896 4.7762 3.0793
C 2.1992 -1.8950 0.6219
N -3.5412 6.5612 2.7667
C 2.6460 -0.9205 1.5620
O -3.6175 0.3028 3.1198
H 2.7110 -3.8211 -0.1744
H 1.2592 -3.9032 2.0884
C 1.0176 3.1042 -1.7318
H -0.3356 -1.9433 1.8862
C 0.4104 -4.5579 1.8789
Cl -5.2584 0.5528 -2.6270
C 0.6861 -3.7000 -3.1479
H 3.6171 -0.3640 -2.9916
Cl -2.2266 -0.6154 -1.5639
O 1.1204 2.0690 -1.0119
C 3.0412 -0.9531 -2.2776
H 0.1494 4.8181 -3.6275
O -1.2231 0.3817 2.5782
O 1.8979 3.8201 -2.1893
H -0.0734 -0.6963 -3.7656
H 4.0072 -0.3043 3.0535
O -2.8448 1.2942 0.9939
O -2.4701 2.4184 3.0998
C 1.7921 -1.4898 -2.9715
H -1.8067 -2.0852 0.9329
C -0.0930 -3.7538 -0.4748
C -0.4601 -4.7639 -1.3568
H 0.5112 0.1316 -2.3190
Ba -0.5277 1.0812 0.3796
H -2.2254 5.4614 -4.1669
C -0.0695 -4.7582 -2.6810
C 4.4898 -2.2675 2.2575
H -0.7931 5.7690 4.7320
H 0.9738 -3.6562 -4.1915
C 0.5280 3.2271 3.0017
C 0.3584 4.0540 4.1101
Cl -5.0654 -2.4956 -1.1108
H 1.1231 4.1345 4.8669
*
```

Computed properties:
HOMO-LUMO gap (spin up / spin down)	0.2036 / 0.0755	hartree
relative energy (zero: lowest compared OMol25 entry of this formula, charge and spin)	88.2	kcal per mole
max |F|	0.0832	hartree/bohr
E_LUMO (spin up / spin down)	3.93 / 0.44	eV

Atom charges from the Löwdin analysis, given in e for atoms 1 to 5: 0.001, 0.087, -0.152, 0.328, 0.070

[2]
The following is a DFT calculation (ωB97M-V/def2-TZVPD) of C30H29BiF5N5O2Se3 as an isolated structure.

ORCA input file:
```
! wB97M-V def2-TZVPD RIJCOSX def2/J DEFGRID3
* xyz 0 1
H -2.6884 -1.3767 -4.3893
N 2.5498 0.8841 1.4888
H -3.0869 0.4768 -5.5982
C 1.7495 3.1385 -2.0325
C -1.9969 -1.3701 1.6161
H -3.3873 0.9989 -3.3127
Se -2.1719 0.9214 -1.1855
H -2.0832 2.4127 2.1839
H -2.2145 -3.1371 2.8206
C -0.7005 -6.6072 2.2060
C 0.1779 -4.0347 1.4504
F -2.2580 -6.5625 0.4458
C 0.2632 3.8548 -0.4445
C -1.2727 0.5453 2.6479
H 3.7802 -0.6517 0.9155
H -2.3304 -1.8261 0.6914
C -0.0165 0.8384 -4.0864
H 1.7737 3.2766 1.3896
C 0.7152 -4.7072 2.5448
C -0.6086 3.5512 0.7330
C -1.9349 -2.0922 2.8004
H 4.1334 -1.5116 3.2278
C -0.8410 -4.6994 0.7732
H -0.6967 4.4690 1.3373
C 0.2988 -5.9715 2.9171
H 2.9599 -0.3717 5.1138
H -0.9490 -1.5947 -4.7015
C -1.1400 -0.1064 3.8641
C 2.8492 -0.0162 4.0965
C -1.2788 -5.9601 1.1324
H -0.2443 5.9295 -0.4395
H -1.6020 3.3019 0.3560
H -2.3293 2.6500 -5.3886
H -1.3766 -1.9910 4.8702
H -0.8114 0.4349 4.7431
C 3.5031 -0.6496 3.0549
Bi 0.3052 0.3679 -0.5348
C -2.0215 0.7259 -5.5432
N -1.6799 -0.0805 1.5408
O -1.5282 -1.6208 -2.7121
C 2.0527 1.0846 3.8161
C -1.4908 0.3884 -4.1369
H 1.1799 6.4401 -2.4229
H -0.8948 2.4889 3.4830
C 1.8776 4.4052 -2.5744
C 1.1686 2.7414 2.1196
H 3.8111 -3.7476 -1.6287
H 1.5314 1.6108 4.6072
N 0.9299 2.8573 -1.0141
H 2.5263 4.5664 -3.4241
F -1.4398 -4.1179 -0.2790
H -1.4662 -2.5800 -2.7236
C 1.9364 1.5057 2.5006
C 0.3324 5.1540 -0.9277
C -1.1103 2.0363 2.5053
N -0.1216 2.4333 1.5128
H 1.0410 3.3937 2.9978
F 1.6727 -4.1346 3.2840
Se 1.2405 -0.1527 -2.9464
Se 0.8598 -2.3577 0.8964
C -2.3271 1.1929 -3.1361
C 2.9768 -1.8588 -1.0392
O -1.7966 2.0705 -5.9410
H 0.4227 0.7579 -5.0808
H -1.4967 0.1112 -6.2769
N 3.5192 -2.8180 -1.4209
H -2.1332 2.2548 -3.2820
C 1.1295 5.4355 -2.0231
F 0.8554 -6.5888 3.9659
H 2.3012 2.3001 -2.4404
C -1.6806 -1.1317 -4.0269
H 0.0433 1.8823 -3.7845
F -1.0964 -7.8382 2.5478
C 3.3073 -0.1717 1.7653
C -1.4709 -1.4522 3.9356
*
```

Computed properties:
HOMO-LUMO gap	0.2425	hartree
relative energy (zero: lowest compared OMol25 entry of this formula, charge and spin)	0.0	kcal per mole
max |F|	0.0095	hartree/bohr
E_LUMO	0.07	eV

Atom charges from the Löwdin analysis, given in e for atoms 1 to 5: 0.129, 0.064, 0.126, -0.151, -0.217

[3]
The following is a DFT calculation (ωB97M-V/def2-TZVPD) of C30H29Cl2N4OW as an isolated structure in a non-equilibrium geometry.

ORCA input file:
```
! wB97M-V def2-TZVPD RIJCOSX def2/J DEFGRID3
* xyz 1 3
H -2.0013 -5.6005 1.0059
H -0.5977 2.5234 -0.5693
H -1.8970 0.1031 -4.6503
H 1.1182 1.8116 -2.1594
C 0.3819 0.1054 -5.8673
H -1.6478 1.8529 3.6283
C 3.6711 2.2348 0.5615
H -6.5002 -5.6534 -1.2970
C -4.5586 -4.8757 -1.7541
N 0.8286 -1.9727 0.5683
H -4.2178 1.6322 -0.8130
C 1.5902 -0.8073 -3.8662
H 0.9059 -1.6524 -3.7679
C -2.2435 1.6875 -1.6731
C 0.0813 -6.0722 1.2399
C -0.6175 2.1408 3.4442
C -0.9864 -5.2285 1.0007
C -0.0665 1.4760 2.2286
C -5.6507 -4.6524 0.3916
H 3.0078 0.7828 -0.8648
C 3.3128 2.9271 1.7313
Cl -2.1374 -2.8075 0.6382
C 1.3685 -5.5556 1.2747
C -0.7224 -3.8983 0.7525
H 1.2348 -0.0969 -6.5150
H 3.9968 3.6397 2.1722
H -4.5303 -3.5857 1.9085
C -4.5569 -3.9602 0.8946
H -0.1746 0.9415 -6.2922
C 0.0893 1.5084 -2.3305
C -0.8884 1.9193 -1.4243
C 2.0957 2.6986 2.3101
H -0.0930 -7.1232 1.4199
H 2.4207 -1.1041 -4.5081
H -6.5036 -4.8331 1.0308
H 1.5811 1.2323 -4.5104
C 0.5464 -3.2968 0.7730
H 2.2148 -6.1964 1.4780
N -2.0042 0.2668 1.9457
C -3.5028 -3.7564 0.0282
C 0.8626 0.4075 -4.4524
H -0.5834 3.2268 3.3426
H -3.5498 3.2503 -1.0058
H 1.9932 -0.5942 -2.8720
Cl 3.1980 -3.6005 1.0956
C -1.5864 0.6086 -3.7455
N -0.7608 0.5197 1.5186
H 4.6256 2.3899 0.0819
N 1.5723 1.0974 0.5830
O -0.8310 -1.1652 -1.3810
C -3.1035 -0.0934 2.0830
C 2.7751 1.3432 0.0332
C -2.5639 1.0145 -2.8418
C 1.2089 1.7655 1.7243
H -3.6054 0.8183 -3.0700
C -3.3019 2.2184 -0.7481
C -0.2411 0.8530 -3.5173
W 0.1630 -0.4711 -0.1624
H -2.6041 -3.9551 -1.9137
C -5.6450 -5.1105 -0.9183
H 1.8034 3.2229 3.2079
C 1.5879 -4.2099 1.0570
H -0.0315 1.8734 4.3268
C -3.4580 -4.1746 -1.2872
H -4.5702 -5.2297 -2.7756
H -0.2581 -0.7793 -5.8881
H -2.9671 2.2119 0.2882
*
```

Computed properties:
HOMO-LUMO gap (spin up / spin down)	0.2359 / 0.2716	hartree
relative energy (zero: lowest compared OMol25 entry of this formula, charge and spin)	123.5	kcal per mole
max |F|	0.0246	hartree/bohr
E_LUMO (spin up / spin down)	-2.88 / -3.75	eV

Atom charges from the natural (NBO) analysis, given in e for atoms 1 to 5: 0.242, 0.227, 0.222, 0.222, -0.606

[4]
The following is a DFT calculation (ωB97M-V/def2-TZVPD) of C30H30BCa2ClF6I3Li2N2NaO8S as an isolated structure in a non-equilibrium geometry.

ORCA input file:
```
! wB97M-V def2-TZVPD RIJCOSX def2/J DEFGRID3
* xyz 2 1
H 0.5265 5.3537 -2.9094
I 2.6814 -4.4649 -1.0340
H 0.7986 2.0808 0.0870
H 2.8486 4.2748 0.8009
C 2.3080 1.7903 1.7740
H -2.4736 2.3715 2.7343
H -1.2111 4.3457 -6.0096
H 2.8647 4.5159 -4.2752
O -1.8630 2.7848 2.1516
H -0.5822 3.7396 -10.0812
C 0.2853 0.0428 2.7231
Li 1.5343 1.3456 -2.1622
H 5.9097 -5.8288 1.7753
I 4.5651 -0.8704 0.3740
O -2.1508 -1.0442 4.6988
C -1.5944 -4.4942 2.7363
C 2.6150 -1.0962 1.4351
O 0.8367 -5.3727 3.1384
C -3.8831 -6.0338 2.1668
Ca 2.5698 4.6047 -7.0222
C 4.7854 -6.0565 1.4746
C -4.4967 -7.5020 1.6962
C 1.1696 2.9916 -4.2761
H 0.2568 3.9153 -0.9633
C 0.0378 -4.3551 2.8058
Na -1.2538 7.9051 -4.8587
F 1.6206 5.0040 4.9549
H 0.7664 2.1069 -3.5908
H -3.9313 -7.8442 0.7194
H 1.0449 5.4784 -0.2600
H -6.6543 -6.1689 0.5521
C -4.1175 -3.3079 3.0588
N 1.0879 1.3175 -8.3068
C -1.6814 -1.8142 3.7066
C 1.9546 2.2134 0.2297
Ca -1.0348 3.3259 -3.8727
C 1.2130 2.5108 -7.3526
H 2.2352 5.9987 -2.3994
C -4.7929 -4.7206 2.5618
C 2.2551 3.9161 -3.4423
H 4.7803 -6.2554 0.3211
C -0.2219 -1.5201 2.9499
H 3.4693 1.8317 2.0333
C -5.1279 -2.0376 3.4277
H 2.4636 1.4424 -0.5238
H -4.7079 -1.3348 4.2646
H 0.2333 3.5982 -4.6580
H 2.9993 3.1752 -2.9259
C 2.0985 -2.6522 1.6628
C -5.2584 -1.1709 2.0052
C -1.3094 5.4310 -5.8372
F -1.3801 -0.7925 6.5416
C 0.6676 -2.8459 2.4566
Cl -0.0608 0.4563 7.1492
H -1.5717 -6.8502 1.9570
H -2.2445 5.6407 -6.3838
H -6.2138 -2.4454 3.6610
F 1.8711 2.7055 5.4942
H 1.6605 2.4482 2.5052
C 2.5097 3.7195 -0.2002
H -5.9585 -4.8062 2.4868
H 4.3469 -7.0058 2.0021
S 2.1542 2.2777 -5.7501
C -2.4891 -3.1561 3.1833
O -1.2296 5.8563 -4.5853
C -2.2350 -5.9197 2.2398
C 1.2732 4.5150 -0.9253
F 3.4380 4.2932 6.3072
O -5.9636 -7.5209 1.5846
O -6.3099 -0.4145 1.6780
O -6.2621 -7.0929 0.3726
I 4.0878 -4.2363 4.1240
F 3.3919 3.7461 3.9974
F -4.1486 -1.2741 0.9852
H -0.3246 0.9951 3.0800
H 3.4893 3.6318 -0.8511
H -4.1697 -8.2662 2.5454
Li 2.0383 -5.9946 1.4885
C 1.7530 0.2336 1.9677
B 2.5805 3.9373 5.1884
N 0.3699 1.7033 -9.4599
C 1.5769 5.0321 -2.4512
C 3.8970 -4.7691 1.9661
C 2.9754 -3.9590 1.1200
H -0.5637 5.8195 -6.5515
C 0.0219 3.1890 -9.2317
O 0.5531 3.6828 -7.9500
*
```

Computed properties:
HOMO-LUMO gap	0.0868	hartree
max |F|	0.1959	hartree/bohr
E_LUMO	-7.49	eV

Atom charges from the Löwdin analysis, given in e for atoms 1 to 5: 0.084, 0.802, 0.105, 0.155, -0.152

[5]
The following is a DFT calculation (ωB97M-V/def2-TZVPD) of C30H30BF5N6S5Ti as an isolated structure.

ORCA input file:
```
! wB97M-V def2-TZVPD RIJCOSX def2/J DEFGRID3
* xyz -2 3
H 1.8449 1.4518 -0.8612
S 0.0914 -1.5904 -1.7947
C -1.1035 2.7312 -0.0774
F 6.2990 3.4124 -5.8806
F 6.3183 4.5154 -1.3012
C 5.8731 3.7471 -2.3140
S 3.3752 0.6094 -2.7637
C 5.8638 3.1890 -4.6249
N -0.2086 1.6989 -0.5731
C 1.2908 -0.2155 2.8538
C 1.5034 -4.0247 -0.4258
C 0.5743 -1.3812 3.1992
C -1.8336 -4.9229 -1.3811
H 0.8337 2.1284 1.9507
C 1.2912 -1.0530 5.5036
C -3.1377 -0.9478 -4.1457
N 0.1329 -4.1270 -0.8652
C 1.5020 1.6180 1.2563
N -1.7526 -3.6322 -1.8496
C -4.1054 1.6561 -1.8805
C -2.6970 3.5782 1.5056
H -3.8726 1.5552 -0.8228
H -2.7315 -5.4990 -1.5135
H 1.7091 -4.8478 0.2559
N 1.3441 0.1721 1.4577
C 4.9719 2.7288 -2.0764
H 3.4270 -0.1408 1.1901
H 1.2752 -1.3856 6.5360
C -3.2561 -0.6920 -1.9564
C -1.2338 3.9246 -0.7827
H -1.2289 1.4088 -2.3926
C 1.9818 0.5006 3.8205
H -3.5452 5.4990 1.1129
H 0.0532 -2.6645 4.8187
H 0.1785 2.5013 -2.5275
H 2.5250 1.3937 3.5407
C 2.4735 -0.5489 0.8310
H -0.3509 -6.1290 -0.2599
Ti -0.6174 -0.3594 0.4372
H -5.1868 1.7508 -2.0042
H -0.6522 4.0754 -1.6830
H -3.2714 3.4240 2.4107
C -1.8178 2.5469 1.1217
H 0.4193 0.7801 -2.3466
H 2.5105 0.6785 5.8945
H -3.7353 1.1342 -4.6081
H 1.6303 -3.0871 0.1027
H 2.5364 1.9313 1.4566
S -3.1936 -0.9163 -0.2754
F 4.5747 2.5623 -0.8040
C 1.9806 0.0964 5.1499
N -3.6239 0.4774 -2.5604
F 7.2171 4.9788 -3.8410
B -2.8413 -3.1226 -2.8457
H 2.1795 -4.0586 -1.2822
C -0.2193 1.6016 -2.0433
N -2.9967 -1.5818 -2.9343
C 6.3321 3.9882 -3.5971
C 0.6071 -1.7757 4.5419
C -0.6688 -5.2406 -0.7753
H -2.5379 -3.4929 -3.9593
H -3.6121 2.5445 -2.2730
H -2.1883 5.8389 -0.9602
S -0.3420 -2.3059 2.0309
C 1.1904 1.9933 -0.1751
H -3.8870 -3.6163 -2.4923
C 4.4721 1.8817 -3.0829
C -2.8476 4.7393 0.7770
H -2.9361 -1.4687 -5.0640
C -2.1000 4.9289 -0.3790
C -0.5479 -3.1430 -1.5096
F 4.5650 1.4443 -5.4210
C -3.5336 0.3245 -3.9295
S -1.6977 1.1477 2.1388
H 2.4070 -1.5980 1.1102
C 4.9645 2.1728 -4.3680
H 2.4412 -0.4651 -0.2528
H 1.3956 3.0642 -0.3116
*
```

Computed properties:
HOMO-LUMO gap (spin up / spin down)	0.1897 / 0.2376	hartree
max |F|	0.0148	hartree/bohr
E_LUMO (spin up / spin down)	4.33 / 4.33	eV

Atom charges from the Löwdin analysis, given in e for atoms 1 to 5: 0.031, 0.681, -0.271, 0.079, 0.082

[6]
The following is a DFT calculation (ωB97M-V/def2-TZVPD) of C30H30BrN3O3PPb as an isolated structure in a non-equilibrium geometry.

ORCA input file:
```
! wB97M-V def2-TZVPD RIJCOSX def2/J DEFGRID3
* xyz -1 1
O -3.0900 0.8407 0.5171
C -1.0674 -2.6588 2.6339
C 3.0337 0.5838 -2.7323
N 0.9678 -0.8115 -0.1055
H 0.5989 -1.0947 -5.3382
H 2.6503 -1.6354 5.0124
Br -1.2635 0.5571 5.4827
C -0.1226 -0.8343 -4.5725
H 3.3957 -1.8628 -0.4445
H 0.2212 -3.8944 3.9338
H -2.1434 3.3123 5.9599
C 0.6765 4.2703 -0.0116
C 4.9700 -0.7539 -3.2444
C -1.8118 0.6477 -3.7194
C 4.1186 0.2997 -3.5523
H -3.3265 4.9813 4.5154
O 1.2174 -0.9018 3.1577
C -3.3688 3.6555 2.8207
H -1.3588 3.6854 -0.4100
C -0.2550 -3.6582 -1.0071
C -3.0173 2.3932 2.3556
H 2.7783 4.5383 0.3406
Pb -0.9024 -0.5022 1.4857
H 0.4021 -2.4929 -3.3213
H 2.3716 1.4088 -2.9699
C 2.7753 -0.1891 -1.6006
H 5.8338 -0.9560 -3.8670
H 4.3039 0.9036 -4.4334
C 1.6189 0.1070 -0.6624
H 3.3393 2.1709 -0.0862
C -1.1272 -1.2749 -2.4255
H -2.4184 1.5401 -3.8176
H -0.4177 -4.2653 -0.1136
H 5.3644 -2.3721 -1.8907
C 4.7097 -1.5419 -2.1294
H 0.7959 -3.3798 -1.0628
H 1.9449 -3.1984 5.1647
O -3.8863 2.9308 0.2421
H -1.7605 -2.5485 3.4749
H -2.5866 0.1696 -1.7707
H -3.6952 -2.1496 -1.1668
H -1.4754 -3.4522 1.9959
C 3.6154 -1.2634 -1.3210
C -2.9369 -2.9346 -1.1423
C -0.0083 2.0283 -0.5473
H 0.8539 -3.5866 2.3114
H -0.7937 1.3244 -0.7995
C 2.3089 2.5036 -0.1538
C -3.0602 4.0078 4.1217
C -2.4068 3.0933 4.9350
H -0.5581 -4.2302 -1.8862
C -1.9152 -0.1284 -2.5745
C -2.1083 1.8645 4.3729
C -3.3669 2.0101 0.8935
H -0.8082 0.9221 -5.5994
P -1.2756 -2.1467 -0.8299
C 0.2986 -3.1349 3.1433
C -0.2318 -1.6205 -3.4318
C -0.9086 0.3000 -4.7180
H -2.9622 -3.4900 -2.0813
C 1.3096 1.5801 -0.4598
C 1.2052 -2.0261 3.6295
H 0.4334 5.3113 0.1670
N -2.3866 1.5113 3.1405
C 1.9941 3.8356 0.0816
C -0.3258 3.3638 -0.3320
H -3.8839 4.3186 2.1409
H -3.1693 -3.6078 -0.3121
N 2.0938 -2.3729 4.6148
*
```

Computed properties:
HOMO-LUMO gap	0.2154	hartree
relative energy (zero: lowest compared OMol25 entry of this formula, charge and spin)	3.7	kcal per mole
max |F|	0.0241	hartree/bohr
E_LUMO	2.44	eV

Atom charges from the natural (NBO) analysis, given in e for atoms 1 to 5: -0.771, -0.938, -0.201, -0.828, 0.205

Question: max |F| of number 5 (C30H30BF5N6S5Ti)?
Answer: 0.0148 hartree/bohr

Question: Among the records above, which one has the highest max |F|?
Answer: C30H30BCa2ClF6I3Li2N2NaO8S